[1]
Formula: C6H10N2O
Source: OMol25
Level of theory: ωB97M-V/def2-TZVPD

Summary:
Charge ... 0
SMILES ... [H]/N=C(/C)C(C)=O.CC#N
HOMO level ... -9.885 eV
Kohn-Sham gap ... 9.93 eV

XYZ file:
```
19
Properties=species:S:1:pos:R:3:nbo_charge:R:1
H -0.89091 0.90688 1.84308 0.36
N -0.03233 0.53881 1.42487 -0.61
C 0.05191 0.77083 0.18749 0.21
C 1.23786 0.35383 -0.61173 -0.68
C -1.10719 1.55894 -0.51060 0.53
C -0.80869 2.12248 -1.86820 -0.72
O -2.02727 1.93427 0.17645 -0.52
H 1.87410 -0.28651 -0.00718 0.24
H 0.93106 -0.22351 -1.48283 0.24
H 1.76766 1.22567 -0.99025 0.23
H 0.10194 2.71834 -1.85260 0.24
H -0.67075 1.31002 -2.57761 0.24
H -1.61981 2.77535 -2.18320 0.24
C 0.14088 -2.55521 1.88813 -0.75
C 0.32634 -2.73618 0.47466 0.30
N 0.41826 -2.92135 -0.66093 -0.36
H -0.65324 -3.21203 2.24116 0.25
H -0.09752 -1.50448 2.07604 0.29
H 1.05771 -2.77614 2.43326 0.25
```

[2]
Formula: C2H4AgMgO2
Source: OMol25
Level of theory: ωB97M-V/def2-TZVPD

Summary:
Charge ... +2
HOMO level (alpha / beta) ... -19.452 / -18.724 eV
Kohn-Sham gap (alpha / beta) ... 9.31 / 8.68 eV
2S+1 ... 2

XYZ file:
```
10
Properties=species:S:1:pos:R:3:nbo_charge:R:1
O -1.50903 -0.04469 1.60038 -0.91
C 0.82124 0.02490 0.25926 -0.09
C 0.82125 0.49764 -1.13894 -0.10
O -0.47170 0.01849 -0.72633 -0.71
Mg -1.99135 1.02425 0.03113 1.87
Ag -2.24891 -2.75782 1.74781 0.99
H 1.34053 -0.91892 0.43828 0.25
H 1.13614 0.75833 1.00542 0.26
H 1.23106 -0.17532 -1.89472 0.24
H 0.87077 1.57314 -1.32229 0.21
```

[3]
Formula: C5H6O3
Source: OMol25
Level of theory: ωB97M-V/def2-TZVPD

Summary:
Charge ... 0
SMILES ... CC(=O)C1OC=CO1
HOMO level ... -8.598 eV
Kohn-Sham gap ... 9.20 eV

XYZ file:
```
14
Properties=species:S:1:pos:R:3:nbo_charge:R:1
C -1.53352 0.81941 0.69179 -0.76
C -1.50635 -0.11376 -0.31670 0.49
O -2.43778 -0.87125 -0.64668 -0.51
C -0.17057 -0.57584 -0.78123 0.31
O 0.42391 -1.17636 0.53571 -0.50
C 1.70719 -0.73286 0.39635 0.02
C 1.91169 0.35829 -0.37530 0.02
O 0.71533 0.57598 -0.98652 -0.53
H -2.59906 1.13767 1.08958 0.26
H -0.78465 1.71940 0.70119 0.27
H -0.87597 0.40366 1.47279 0.30
H -0.12377 -1.13853 -1.68021 0.20
H 2.65229 -1.38036 0.72017 0.21
H 2.62127 0.97456 -0.82095 0.22
```

[4]
Formula: C18H27N3O3S
Source: OMol25
Level of theory: ωB97M-V/def2-TZVPD

Summary:
Charge ... 0
SMILES ... CC(=O)N1CCc2cc(S(=O)(=O)NCCN3CCC(C)CC3)ccc21
HOMO level ... -8.019 eV
Kohn-Sham gap ... 8.50 eV

XYZ file:
```
52
Properties=species:S:1:pos:R:3:nbo_charge:R:1
C -1.57012 2.49084 5.42691 -0.71
C -0.97145 2.43243 4.04099 0.69
O -1.08394 3.33886 3.24483 -0.60
N -0.29484 1.27914 3.75118 -0.45
C -0.14934 0.15570 4.67371 -0.20
C 0.64544 -0.92117 3.91458 -0.42
C 0.91532 -0.27984 2.58695 -0.06
C 1.59697 -0.77744 1.49963 -0.18
C 1.70767 0.02782 0.37691 -0.36
S 2.52232 -0.60847 -1.08532 2.32
O 3.13745 -1.86311 -0.76849 -0.95
O 3.30863 0.44419 -1.65475 -0.93
N 1.30951 -0.90966 -2.17651 -0.86
C 0.47046 -2.06792 -2.00160 -0.26
C -0.73101 -1.89450 -1.04002 -0.22
N -1.92511 -1.24320 -1.50552 -0.46
C -2.80007 -1.95668 -2.40724 -0.21
C -2.60241 -1.62052 -3.89091 -0.41
C -2.72262 -0.11165 -4.10493 -0.22
C -2.52170 0.26041 -5.57061 -0.60
C -1.69622 0.58396 -3.20989 -0.41
C -1.91211 0.18157 -1.74343 -0.22
C 1.16684 1.29827 0.33644 -0.18
C 0.47336 1.80530 1.42582 -0.25
C 0.34866 0.99910 2.54817 0.25
H -2.06610 3.45035 5.54323 0.25
H -2.29813 1.69460 5.56607 0.23
H -0.79705 2.39386 6.18584 0.23
H -1.13533 -0.21198 4.97132 0.20
H 0.38087 0.48055 5.57377 0.20
H 1.57551 -1.17438 4.42448 0.23
H 0.07042 -1.84053 3.79536 0.23
H 2.04530 -1.75793 1.49036 0.25
H 0.84739 -0.06301 -2.46402 0.40
H 0.12212 -2.39831 -2.98392 0.20
H 1.13791 -2.83147 -1.59750 0.23
H -1.02865 -2.89643 -0.71418 0.20
H -0.38427 -1.34942 -0.15615 0.20
H -2.67339 -3.02827 -2.24262 0.20
H -3.83114 -1.69188 -2.13452 0.18
H -3.35662 -2.14671 -4.47927 0.21
H -1.61975 -1.95532 -4.22882 0.19
H -3.72610 0.20391 -3.79529 0.19
H -3.26215 -0.23470 -6.19489 0.21
H -2.61844 1.33495 -5.70872 0.21
H -1.53209 -0.04075 -5.90849 0.20
H -0.69667 0.30263 -3.54876 0.18
H -1.78895 1.66825 -3.29867 0.21
H -1.15625 0.63829 -1.09973 0.20
H -2.89245 0.56894 -1.43181 0.19
H 1.30971 1.89425 -0.55144 0.23
H 0.04364 2.79218 1.40845 0.26
```

[5]
Formula: C2H6BNO2
Source: OMol25
Level of theory: ωB97M-V/def2-TZVPD

Summary:
Charge ... 0
HOMO level (alpha / beta) ... -8.688 / -7.859 eV
Kohn-Sham gap (alpha / beta) ... 8.68 / 7.71 eV

XYZ file:
```
12
Properties=species:S:1:pos:R:3:nbo_charge:R:1
B -0.17865 -0.28585 -0.85451 0.89
C 0.39533 0.31314 1.36447 0.17
C 1.20737 -0.61893 -1.29683 -0.54
N -0.12777 -0.26740 2.25336 -0.62
O -1.27014 -1.13047 -0.48337 -0.87
O -0.37975 1.11002 -1.10454 -0.89
H 0.67397 1.40007 0.97193 0.21
H 1.81845 0.19363 -1.32413 0.18
H 1.57903 -1.54681 -1.30752 0.17
H -0.48512 0.07885 3.08247 0.38
H -1.95836 -0.51800 -0.25940 0.46
H -1.27436 1.27175 -1.04192 0.46
```

Let's list energy relative to the best compared isomer or geometry (same formula, charge and spin) in order: 24.4; 1.7; 81.9; 29.1; 94.7 kcal/mol.